{"formula": "C40H72Cl8N8", "method": "ωB97M-V/def2-TZVPD", "species": ["C", "C", "C", "C", "N", "H", "H", "H", "H", "H", "H", "H", "C", "C", "C", "C", "N", "H", "H", "H", "H", "H", "H", "H", "C", "C", "C", "C", "N", "H", "H", "H", "H", "H", "H", "H", "C", "C", "C", "C", "N", "H", "H", "H", "H", "H", "H", "H", "C", "C", "C", "C", "N", "H", "H", "H", "H", "H", "H", "H", "C", "C", "C", "C", "N", "H", "H", "H", "H", "H", "H", "H", "C", "C", "C", "C", "N", "H", "H", "H", "H", "H", "H", "H", "C", "C", "C", "C", "N", "H", "H", "H", "H", "H", "H", "H", "Cl", "C", "C", "Cl", "H", "H", "H", "H", "Cl", "C", "C", "Cl", "H", "H", "H", "H", "Cl", "C", "C", "Cl", "H", "H", "H", "H", "Cl", "C", "C", "Cl", "H", "H", "H", "H"], "positions_angstrom": [[12.3967, 29.8410, 19.3880], [11.5439, 30.9288, 18.7281], [12.2943, 32.3266, 18.6913], [12.0868, 33.0542, 19.9464], [11.9120, 33.5614, 21.0134], [11.8327, 28.9088, 19.3535], [12.6280, 30.1182, 20.4164], [13.2974, 29.5203, 18.8646], [10.5385, 31.0050, 19.1421], [11.4647, 30.6306, 17.6827], [11.7519, 32.8914, 17.9330], [13.3489, 32.4243, 18.4337], [1.7603, 42.6011, 10.0177], [3.0834, 43.3728, 10.0312], [4.0865, 42.6871, 10.9272], [3.5683, 42.6222, 12.3235], [3.2008, 42.6340, 13.4203], [0.9662, 43.1086, 9.4700], [1.3338, 42.6332, 11.0203], [1.8532, 41.5906, 9.6196], [2.7940, 44.4018, 10.2445], [3.4463, 43.4266, 9.0048], [5.0382, 43.2184, 10.9330], [4.3356, 41.6616, 10.6541], [10.4947, 37.0104, 3.0631], [10.9997, 37.3288, 4.4709], [10.8584, 38.8664, 4.8174], [9.4843, 39.3301, 5.1599], [8.3687, 39.5717, 5.4562], [11.0597, 37.6924, 2.4278], [9.4350, 37.2573, 2.9987], [10.6284, 35.9846, 2.7196], [12.0502, 37.0383, 4.4682], [10.4978, 36.7031, 5.2089], [11.3051, 39.5155, 4.0644], [11.4082, 39.0167, 5.7465], [0.5326, 37.0398, 15.4290], [2.0128, 36.8916, 15.8907], [2.4131, 35.3938, 15.9425], [3.8277, 35.1401, 16.2978], [4.9407, 34.9024, 16.5325], [0.3874, 36.4818, 14.5041], [0.2777, 38.0875, 15.2694], [-0.1676, 36.6497, 16.1676], [2.0323, 37.4519, 16.8254], [2.7159, 37.5132, 15.3364], [2.4132, 34.9447, 14.9493], [1.7452, 34.8496, 16.6101], [7.0351, 27.1047, 6.4018], [5.6901, 27.5019, 5.7048], [4.5124, 27.5103, 6.7113], [4.0482, 26.2650, 7.2910], [3.6496, 25.2709, 7.7680], [6.9452, 26.1582, 6.9350], [7.3938, 27.8399, 7.1222], [7.7509, 26.9382, 5.5969], [5.4329, 26.8323, 4.8842], [5.8379, 28.4979, 5.2874], [3.7039, 28.0022, 6.1706], [4.6949, 28.2428, 7.4976], [0.3697, 34.6389, 8.0780], [1.5569, 35.3028, 8.8858], [2.7313, 35.8942, 8.1067], [3.4434, 35.0118, 7.1611], [3.9567, 34.3016, 6.4226], [-0.0250, 35.4380, 7.4505], [-0.5265, 34.2433, 8.5560], [0.7574, 33.9712, 7.3087], [1.8900, 34.4773, 9.5148], [1.1954, 36.1123, 9.5199], [3.3580, 36.3164, 8.8921], [2.4103, 36.6990, 7.4454], [13.2554, 31.3404, 5.1729], [13.2115, 30.8671, 3.7100], [14.1611, 31.5989, 2.7852], [13.8575, 31.3391, 1.3366], [13.5965, 31.1410, 0.2096], [12.8080, 32.3328, 5.2294], [14.2642, 31.5595, 5.5229], [12.7682, 30.7296, 5.9329], [12.1541, 31.0592, 3.5283], [13.4059, 29.7973, 3.7870], [15.1388, 31.1494, 2.9589], [14.2691, 32.6522, 3.0438], [7.2478, 38.6928, 20.1033], [6.9701, 39.8197, 19.1350], [7.6509, 39.6906, 17.8079], [9.0596, 39.2569, 17.7901], [10.1380, 38.8640, 17.8261], [6.9227, 37.7212, 19.7314], [6.7252, 38.9386, 21.0277], [8.3224, 38.6346, 20.2765], [7.3134, 40.7245, 19.6365], [5.9032, 39.9936, 18.9952], [7.6190, 40.5539, 17.1433], [7.1239, 38.9350, 17.2254], [7.4106, 33.0452, 10.9031], [9.0877, 33.5168, 10.7159], [9.4356, 34.7080, 11.6331], [8.3917, 36.1182, 11.5027], [9.1800, 33.7866, 9.6638], [9.6995, 32.6421, 10.9368], [10.4428, 35.0080, 11.3438], [9.4339, 34.3921, 12.6763], [15.0096, 38.0632, 10.4740], [15.5837, 38.9865, 11.9325], [14.6006, 40.1166, 12.2141], [14.5554, 41.1329, 10.7801], [16.5875, 39.3192, 11.6686], [15.7135, 38.2485, 12.7241], [14.9099, 40.7289, 13.0611], [13.5939, 39.7426, 12.4009], [4.3979, 24.9862, 14.9670], [4.5076, 25.7100, 13.3217], [5.2798, 27.0030, 13.2082], [6.9464, 26.8694, 13.7762], [3.4839, 25.8816, 12.9891], [4.9308, 24.9918, 12.6195], [4.8569, 27.8714, 13.7133], [5.2980, 27.4429, 12.2110], [19.4095, 31.3477, 14.5942], [17.6539, 31.0527, 14.4889], [17.0345, 32.3861, 13.9366], [15.2832, 32.1321, 13.6434], [17.2217, 30.9805, 15.4870], [17.4616, 30.1837, 13.8597], [17.5376, 32.7272, 13.0318], [17.1582, 33.1785, 14.6748]], "atomic_forces_ev_per_a": [[-0.8, -0.4, 0.3], [2.4, 0.1, -0.9], [-1.8, 0.2, 0.2], [-0.6, 1.9, 4.7], [0.7, -2.1, -4.5], [-0.3, 0.0, 0.5], [0.1, -0.3, 0.0], [0.2, 0.8, -0.2], [0.3, 0.2, 0.1], [-0.4, 0.1, -0.1], [0.1, 0.3, -0.1], [0.0, -0.8, 0.0], [-0.5, 0.5, 0.2], [-1.4, -0.4, -1.4], [0.2, 0.4, 1.2], [0.3, 0.3, 0.6], [0.2, -0.1, -1.1], [0.3, 0.1, -0.5], [0.2, -0.6, 0.2], [0.0, -0.1, 0.3], [0.7, 0.1, 0.7], [0.4, -0.2, 0.0], [0.0, 0.1, 0.2], [-0.3, 0.0, -0.4], [-0.2, 0.8, 0.3], [-0.4, 0.2, -0.5], [-0.2, -0.9, 0.8], [-2.8, -0.1, 0.3], [3.4, -0.5, -0.9], [-0.2, -0.2, -0.5], [0.0, 0.0, -0.2], [0.2, 0.0, 0.3], [0.2, 0.4, 0.4], [0.0, 0.3, 0.2], [-0.1, -0.1, -0.1], [0.2, 0.2, 0.0], [0.9, -0.2, -0.3], [-0.9, 0.5, 0.2], [1.0, 0.7, 0.1], [1.2, -0.1, 0.8], [-1.6, 0.4, -0.4], [-0.2, 0.1, -0.1], [0.1, 0.0, -0.1], [0.1, -0.1, 0.1], [0.3, -0.8, 0.7], [-0.1, -0.4, -0.8], [-0.8, 0.1, -0.2], [0.1, -0.1, -0.1], [-0.8, -0.5, -0.9], [0.8, -0.6, 1.5], [0.0, 1.6, -0.9], [-0.8, -2.6, 1.0], [1.0, 2.4, -1.1], [-0.1, -0.1, 0.0], [-0.1, 0.2, -0.2], [0.4, 0.2, 0.3], [0.2, -0.1, 0.0], [-0.4, 0.0, 0.1], [-0.5, -0.4, 0.0], [0.3, -0.2, 0.3], [0.9, 2.0, -1.3], [-1.5, -1.8, -0.1], [-0.4, 0.0, -0.6], [-0.2, -0.1, 1.0], [0.1, -0.1, -0.2], [-0.3, 0.3, -0.1], [0.6, -0.2, 0.6], [0.1, -0.5, 0.4], [0.5, 0.3, 0.4], [-0.1, -0.2, 0.1], [0.6, -0.1, -0.5], [-0.3, 0.4, 0.3], [1.0, 1.5, 0.2], [-1.2, -0.2, 2.0], [0.3, -1.0, -0.6], [-0.6, 0.2, -1.8], [0.7, 0.5, 3.0], [-0.3, 0.1, 0.0], [0.3, -0.4, 0.1], [-0.1, -0.3, -0.5], [0.1, -0.4, -1.0], [-0.1, 0.0, -0.8], [0.2, 0.2, -0.1], [-0.3, 0.1, -0.4], [-0.1, -0.1, -0.1], [0.2, 1.0, 0.9], [0.3, -0.6, -1.7], [-0.3, -0.1, 0.7], [0.0, 0.1, -0.1], [-0.1, 0.0, 0.0], [0.2, -0.3, 0.1], [0.0, -0.1, 0.2], [0.1, 0.2, -0.1], [0.0, -0.3, -0.2], [-0.2, 0.4, 0.4], [0.0, -0.3, -0.1], [-0.8, -0.4, 0.2], [-0.1, 0.9, 0.0], [0.7, -1.1, -0.3], [-0.2, 0.1, -0.2], [0.3, 0.0, 0.1], [0.1, 0.3, 0.1], [0.0, 0.2, 0.2], [0.0, 0.0, -0.1], [0.2, -0.1, 0.5], [0.0, -0.5, -0.4], [0.4, -0.6, 0.2], [-0.2, 0.8, -0.3], [-0.2, 0.4, 0.0], [-0.4, 0.2, 0.1], [0.1, -0.1, -0.1], [0.1, -0.1, -0.1], [0.2, 0.4, -0.6], [-0.3, 0.1, -0.6], [-0.2, 1.2, 0.3], [0.4, -0.1, 0.0], [0.0, 0.1, 0.1], [0.1, -0.2, 0.4], [-0.3, -0.5, 0.8], [0.1, -0.9, -0.5], [0.0, -0.3, 0.1], [-0.7, 1.9, -0.3], [0.5, -0.9, 0.1], [0.3, 0.1, 0.0], [0.3, -0.6, 0.0], [0.0, 0.2, 0.1], [-0.3, -0.3, -0.1], [-0.2, -0.2, 0.0]], "smiles": "CCCC#N.CCCC#N.CCCC#N.CCCC#N.CCCC#N.CCCC#N.CCCC#N.CCCC#N.ClCCCl.ClCCCl.ClCCCl.ClCCCl", "lumo_energy_ev": -0.114, "e_above_lowest_kcal_mol": 63.7, "charge": 0}

---

{"formula": "C40H72FN4O6P", "method": "ωB97M-V/def2-TZVPD", "species": ["C", "N", "C", "C", "O", "C", "P", "C", "O", "C", "C", "C", "C", "C", "C", "C", "C", "O", "F", "H", "H", "H", "H", "H", "H", "H", "H", "H", "H", "H", "H", "H", "H", "H", "H", "H", "H", "C", "C", "C", "C", "C", "C", "N", "O", "C", "C", "C", "H", "H", "H", "H", "H", "H", "H", "H", "H", "H", "H", "H", "H", "H", "H", "H", "H", "H", "C", "C", "C", "C", "C", "C", "N", "O", "C", "C", "C", "H", "H", "H", "H", "H", "H", "H", "H", "H", "H", "H", "H", "H", "H", "H", "H", "H", "H", "C", "C", "C", "C", "C", "C", "N", "O", "C", "C", "C", "H", "H", "H", "H", "H", "H", "H", "H", "H", "H", "H", "H", "H", "H", "H", "H", "H", "H"], "positions_angstrom": [[0.9482, 2.0619, 2.1785], [0.3196, 2.0580, 0.8402], [-0.4159, 0.8171, 0.5416], [-0.4027, 3.2091, 0.5860], [0.1943, 4.2685, 0.5391], [-1.9242, 3.2815, 0.4092], [-2.6486, 4.6140, 1.3952], [-4.5088, 4.7139, 1.2079], [-5.0312, 3.6450, 0.4837], [-5.0992, 2.4445, 1.1777], [-4.6816, 2.2295, 2.4696], [-4.7528, 0.9813, 3.0659], [-5.2629, -0.0936, 2.3478], [-5.7034, 0.1480, 1.0554], [-5.6213, 1.3859, 0.4865], [-1.9367, 6.2825, 1.0993], [-1.3222, 6.7588, 2.4139], [-1.9992, 7.2245, 3.2897], [-0.0096, 6.6147, 2.5893], [0.5127, 2.7832, 2.8774], [0.9109, 1.0643, 2.6236], [2.0111, 2.3004, 2.0640], [0.2817, -0.0119, 0.6997], [-0.6663, 0.7797, -0.5235], [-1.2847, 0.6289, 1.1897], [-2.4670, 2.3599, 0.6570], [-2.1376, 3.4645, -0.6548], [-2.4152, 4.3133, 2.7518], [-4.9850, 4.8947, 2.1806], [-4.6874, 5.6192, 0.6133], [-4.2455, 3.0311, 3.0605], [-4.3895, 0.8645, 4.0816], [-5.3208, -1.0928, 2.7638], [-6.1286, -0.6576, 0.4649], [-5.9662, 1.5505, -0.5318], [-1.2190, 6.2561, 0.2750], [-2.7479, 6.9713, 0.8469], [-5.9673, -2.1610, 9.3553], [-5.5196, -1.3894, 8.0866], [-5.1505, 0.0522, 8.4538], [-6.3586, 0.9362, 8.7539], [-7.3753, 0.8701, 7.6150], [-7.7814, -0.5633, 7.2654], [-6.5963, -1.4479, 7.0515], [-6.0746, -1.1589, 5.8964], [-8.6821, -1.1259, 8.3826], [-8.6873, -0.5404, 6.0329], [-4.2523, -2.1110, 7.6244], [-6.3371, -1.5045, 10.1429], [-6.7410, -2.8934, 9.1262], [-5.1423, -2.7234, 9.7915], [-4.5872, 0.5076, 7.6313], [-4.4803, 0.0486, 9.3163], [-6.8233, 0.6446, 9.6991], [-6.0296, 1.9692, 8.8877], [-8.2612, 1.4456, 7.8918], [-6.9480, 1.3636, 6.7356], [-8.9184, -2.1755, 8.2015], [-9.6257, -0.5805, 8.4157], [-8.2546, -1.0389, 9.3783], [-8.2149, -0.0587, 5.1768], [-9.5973, 0.0193, 6.2483], [-8.9780, -1.5503, 5.7383], [-4.4666, -3.1456, 7.3506], [-3.5178, -2.1214, 8.4293], [-3.7778, -1.6214, 6.7739], [3.6482, 3.7727, -3.5447], [2.7145, 2.6414, -3.0416], [3.4032, 1.8591, -1.9176], [4.5153, 0.9353, -2.4104], [4.0078, 0.0239, -3.5281], [3.3518, 0.7982, -4.6724], [2.3220, 1.7630, -4.1813], [1.2613, 1.0925, -3.8341], [4.4391, 1.5331, -5.4811], [2.7566, -0.1957, -5.6713], [1.5085, 3.3702, -2.4559], [4.7012, 3.5704, -3.3508], [3.5225, 3.9500, -4.6125], [3.4260, 4.7210, -3.0549], [2.6619, 1.2516, -1.3853], [3.8094, 2.5579, -1.1815], [5.3759, 1.5169, -2.7515], [4.8764, 0.3246, -1.5801], [4.8414, -0.5674, -3.9126], [3.2963, -0.6891, -3.1003], [3.9930, 2.1615, -6.2540], [5.0869, 0.8122, -5.9808], [5.0965, 2.1517, -4.8749], [2.0388, -0.8724, -5.2090], [3.5464, -0.8153, -6.0964], [2.2574, 0.3218, -6.4929], [0.9889, 3.9386, -3.2317], [1.8187, 4.0712, -1.6812], [0.7899, 2.6953, -1.9887], [5.6522, -6.4881, -6.4491], [5.3604, -4.9870, -6.1895], [5.6027, -4.1780, -7.4686], [7.0803, -3.9925, -7.8048], [7.8416, -3.4258, -6.6072], [7.6382, -4.2478, -5.3324], [6.1931, -4.4988, -5.0487], [5.6673, -3.3983, -4.5987], [8.4046, -5.5796, -5.4556], [8.3181, -3.5336, -4.1630], [3.8673, -4.9355, -5.8603], [6.3386, -6.6494, -7.2806], [6.0627, -6.9750, -5.5647], [4.7421, -7.0339, -6.6966], [5.1463, -3.1871, -7.3682], [5.0977, -4.6621, -8.3076], [7.5235, -4.9384, -8.1274], [7.1780, -3.3110, -8.6526], [8.9058, -3.3794, -6.8485], [7.5163, -2.3935, -6.4434], [8.2094, -6.2228, -4.5960], [9.4788, -5.3941, -5.4866], [8.1740, -6.1378, -6.3595], [7.9497, -2.5177, -4.0241], [9.3905, -3.4594, -4.3429], [8.1726, -4.0798, -3.2291], [3.6453, -5.4999, -4.9524], [3.2928, -5.3723, -6.6770], [3.5019, -3.9168, -5.7300]], "atomic_forces_ev_per_a": [[1.3, 0.1, -0.1], [-2.4, -0.7, 0.4], [0.7, -0.5, -0.1], [1.6, 1.0, 0.2], [-0.5, 0.3, 0.3], [-0.4, -0.8, -0.7], [0.0, 0.1, 0.3], [0.1, 0.5, -0.7], [0.3, 0.1, 0.7], [-0.2, -0.2, 0.0], [0.7, 1.0, 0.7], [0.0, -0.6, -0.1], [0.1, 0.2, 0.3], [-0.2, -1.0, 0.0], [-0.4, 0.3, -1.4], [0.6, -0.1, 0.1], [-1.0, 1.0, 1.5], [0.8, -0.7, -1.1], [-0.5, -0.2, -0.7], [-0.1, -0.1, -0.2], [-0.2, 0.1, -0.2], [-0.2, 0.1, 0.1], [-0.2, 0.1, 0.0], [-0.2, 0.1, 0.2], [0.0, 0.1, -0.2], [0.1, 0.2, 0.1], [0.0, 0.1, 0.2], [0.2, 0.1, -0.3], [0.2, -0.2, 0.0], [0.0, -0.2, 0.0], [-0.2, 0.0, 0.0], [-0.1, -0.1, -0.1], [0.0, 0.2, 0.1], [0.1, 0.0, 0.1], [0.0, 0.0, 0.1], [0.0, -0.2, 0.2], [0.0, -0.1, 0.2], [-0.3, 0.0, 0.2], [0.5, -1.1, 1.7], [-0.3, 0.5, -0.2], [0.0, 0.0, -0.1], [0.6, 0.2, 0.2], [-1.9, -0.3, 0.8], [1.2, 2.2, -1.0], [-0.2, -0.7, -0.2], [0.1, -0.1, 0.3], [0.4, -0.1, -0.5], [0.0, 0.1, -0.7], [-0.1, 0.0, -0.1], [0.0, 0.1, 0.0], [0.1, 0.1, -0.1], [0.0, -0.1, -0.1], [0.0, -0.2, 0.0], [0.0, 0.0, 0.0], [0.0, 0.0, 0.0], [-0.1, -0.2, -0.1], [0.0, -0.2, -0.1], [0.0, 0.0, 0.0], [0.1, 0.1, -0.2], [0.1, -0.1, 0.0], [0.1, -0.1, 0.0], [0.1, 0.0, 0.2], [0.0, 0.0, 0.0], [0.0, 0.0, 0.0], [-0.2, 0.0, 0.1], [-0.2, 0.0, -0.1], [0.2, 0.0, -0.2], [0.8, 1.8, 0.2], [0.1, -0.6, 0.0], [-0.1, 0.0, -0.1], [0.0, 0.1, 0.6], [1.4, -0.1, -1.5], [-0.6, -1.9, 1.9], [-0.3, 0.4, -0.6], [0.2, 0.3, 0.1], [-0.7, -0.1, 0.2], [-0.7, -0.2, -0.1], [0.0, -0.1, -0.1], [0.0, -0.1, 0.0], [-0.1, -0.1, 0.1], [-0.1, 0.0, -0.1], [-0.1, 0.2, -0.1], [0.0, 0.0, 0.0], [0.0, 0.0, 0.0], [-0.1, 0.0, -0.2], [-0.1, 0.1, -0.1], [0.0, 0.0, 0.0], [-0.1, -0.1, 0.1], [-0.1, 0.0, 0.0], [-0.1, 0.1, 0.0], [0.1, 0.1, 0.1], [0.0, 0.0, 0.0], [0.0, 0.0, 0.0], [0.2, -0.1, -0.1], [0.0, -0.1, -0.2], [0.3, -0.2, 0.0], [-0.6, -1.9, -0.7], [0.4, 0.4, -0.1], [0.0, 0.0, 0.1], [-0.4, 0.1, -0.4], [1.7, -1.0, 0.2], [-0.4, 2.4, -1.0], [-0.1, -0.4, 0.7], [-0.1, -0.3, -0.2], [-0.5, 0.4, 0.3], [-0.1, 0.6, 0.5], [0.1, 0.0, 0.1], [0.0, 0.1, 0.0], [-0.1, 0.2, 0.0], [0.0, 0.0, 0.2], [-0.1, -0.1, 0.1], [0.0, 0.0, 0.0], [0.0, 0.0, 0.0], [0.0, -0.1, 0.2], [-0.1, 0.0, 0.2], [0.0, 0.0, 0.0], [0.0, 0.2, 0.1], [-0.1, 0.0, 0.0], [-0.1, -0.1, 0.0], [0.0, -0.1, -0.1], [0.0, 0.0, 0.0], [0.0, 0.0, 0.0], [0.2, -0.1, -0.1], [0.1, 0.0, 0.1]], "lumo_energy_ev": [-2.836, -2.836], "spin_multiplicity": 4, "s_squared": 3.762, "charge": 1}

---

So what do the calculations give for DFT total energy? Going down the list: -5686.74066 -2678.55514 Eh.
So what do the calculations give for F_max? Going down the list: 5.0 2.7 eV Å⁻¹.